(1)
21
Properties=species:S:1:pos:R:3:forces:R:3 method="wB97M-V/def2-TZVPD" homo_energy_ev=-14.24 charge=+1 total_energy_ha=-403.54029 relative_energy_kcal_mol=81.5
C -1.863099 -1.264546 -0.455690 1.4496 0.9839 -0.6355
C -0.501532 -1.614163 -0.587069 -0.6847 2.1935 1.5515
C -1.885102 0.012775 0.074881 -1.8065 0.3097 0.6708
C -3.099734 0.903396 0.349241 2.7360 0.9604 2.1127
C 2.058697 0.321332 1.349515 -4.5771 2.1145 -0.6606
C 2.061385 0.504414 -1.207909 1.2214 -2.5438 1.7070
C 1.687910 -0.378955 0.067985 0.3214 4.4311 -1.6546
N 0.327622 -0.730236 -0.052256 -4.0204 1.5257 0.6977
O -0.758648 0.549486 0.374304 3.3070 -3.0907 -0.6983
H -2.665100 -1.656401 -1.026682 -0.5514 -0.7624 0.0980
H -0.148408 -2.512141 -0.998428 0.7447 -1.0459 -0.5222
H -3.933077 0.406695 -0.095938 -0.7633 0.7697 -0.7384
H -3.305196 1.047771 1.463078 0.3658 -0.9532 -1.1670
H -2.655840 1.946526 0.185607 -1.6687 -1.1510 -0.9299
H 1.563674 1.340255 1.332157 1.3972 -0.3964 -0.5458
H 3.076596 0.336207 1.490993 2.0588 0.0189 0.7300
H 1.380199 0.003537 2.106342 0.4840 -1.3451 1.3581
H 3.066637 0.896898 -1.228630 0.3481 0.0338 0.5668
H 1.394873 1.286117 -1.188839 -1.5960 1.8196 -0.4754
H 2.009126 -0.152025 -2.039182 -0.5064 -0.2460 -1.1418
H 2.189025 -1.246941 0.086517 1.7404 -3.6264 -0.3231

***

(2)
21
Properties=species:S:1:pos:R:3:forces:R:3 method="wB97M-V/def2-TZVPD" homo_energy_ev=-13.25 charge=+1 total_energy_ha=-403.53263 relative_energy_kcal_mol=86.3
C -2.339195 -0.395819 0.109117 0.8492 -1.0377 -0.1489
C -1.133881 -0.427399 0.020327 -0.0828 0.7266 0.8321
C 2.671407 -1.261391 -0.324755 -2.2406 0.0259 1.6497
C -3.766385 -0.555832 0.055824 -0.7443 1.1227 1.3452
C 0.341760 1.302120 -0.992051 1.4658 -1.9935 3.3057
C 1.288055 -1.426155 -0.485309 1.3668 -1.2100 -0.8686
C 0.152724 0.197796 0.143991 -0.3635 0.1901 -1.2763
N 0.634578 0.497675 1.352631 1.2380 1.6938 -0.8159
O 3.341777 -1.511017 0.770625 0.2834 0.1844 0.3908
H 3.280646 -0.713860 -0.974615 0.8682 0.4339 -1.3536
H -4.058068 0.064181 -0.793733 -0.6298 -0.0658 0.1641
H -4.016049 -1.598619 -0.150506 -0.1166 0.1308 0.2097
H -4.242323 -0.164816 1.047763 0.6529 -0.8442 -1.9171
H 1.362413 1.623120 -1.083798 0.5227 -0.0467 -0.2369
H -0.064897 0.875141 -1.827791 -0.8033 -0.5990 -2.3653
H -0.219657 2.094059 -0.610340 -1.1511 1.4438 0.2701
H 0.923299 -2.188305 0.227661 -0.3564 0.5128 -0.5635
H 0.998318 -1.524301 -1.564356 0.0072 0.1453 1.2031
H 1.213369 1.321358 1.275161 0.3001 -0.0854 0.6323
H 2.880565 -1.862750 1.559691 -0.2370 -0.0342 -0.8248
H 0.322182 0.305065 2.272735 -0.8288 -0.6938 0.3682

***

(3)
24
Properties=species:S:1:pos:R:3:forces:R:3 method="wB97M-V/def2-TZVPD" homo_energy_ev=-8.99 smiles="CCP(=O)(CC)n1sccc1=O" total_energy_ha=-1218.71672 relative_energy_kcal_mol=0.0
C 0.697031 0.060917 3.328721 -0.5460 0.3459 -0.0926
C -0.551552 -0.350422 3.585114 0.0642 -0.5960 0.0570
C 0.918434 -0.030196 1.897815 0.6276 -0.6452 0.0810
C 0.355603 -1.493603 -3.026781 -1.1031 2.3205 4.3489
C -0.800107 2.379584 -0.464442 -0.8134 1.0058 -1.2263
C 0.416654 -1.645912 -1.347126 0.7599 0.5023 -1.7479
C 0.120043 1.249703 -0.881291 0.3061 -0.8935 -0.4862
N -0.122536 -0.674510 1.216900 -1.5564 0.2526 0.8887
O 1.924516 0.330416 1.333270 0.7639 0.3284 -0.6826
O -1.975183 -0.430011 -0.578473 -1.2504 -0.5683 -0.0885
P -0.522126 -0.353556 -0.440711 0.7388 -0.4826 -0.9006
S -1.528787 -1.007803 2.308905 2.2575 0.9815 -0.9481
H 1.465636 0.512402 3.996119 -0.9695 -0.5665 -0.5788
H -0.997849 -0.435370 4.529441 -0.5028 0.1163 1.3159
H -0.717708 -1.223448 -3.105726 0.8083 -0.0128 -1.0189
H 1.092628 -0.751533 -3.342003 -0.5445 0.2438 -0.0220
H 0.614642 -2.382741 -3.468793 0.2551 -2.2501 -0.9066
H -0.179192 3.287107 -0.260469 -0.7202 -0.5254 -0.4116
H -1.570449 2.562888 -1.328328 1.3278 -0.1010 1.9088
H -1.334040 2.148037 0.470737 0.0079 0.0426 -0.4304
H 1.509579 -1.604153 -1.016341 -1.5910 -0.6172 -0.0995
H -0.196167 -2.547609 -1.125565 1.0203 0.2128 0.2149
H 1.027607 1.226571 -0.302651 0.8230 0.5443 -0.1877
H 0.353325 1.173243 -1.978323 -0.1632 0.3618 1.0130

***

(4)
24
Properties=species:S:1:pos:R:3:forces:R:3 method="wB97M-V/def2-TZVPD" homo_energy_ev=-14.00 smiles="C[NH+](C)/C=C1/C(=O)CCS1(=O)=O" charge=+1 total_energy_ha=-952.22122 relative_energy_kcal_mol=0.8
C -0.259904 -0.803989 0.072466 -1.1740 2.6504 -1.4334
C -0.449823 -2.201553 -0.463620 -0.1688 0.3815 -0.2693
C -0.819805 0.331238 -0.507556 1.7109 -3.7631 -0.2637
C 0.626437 -3.066166 0.192011 -0.3630 -1.6324 -2.5016
C 1.893774 -2.333279 0.500877 -0.8154 3.6916 0.0297
C -0.373644 2.493409 -1.382889 -3.2715 1.1469 -6.2025
C -1.398779 2.320236 0.763061 0.3603 -0.6576 0.5640
N -0.359223 1.684050 -0.256027 -2.0920 -0.0798 2.7842
O -1.281278 -2.501818 -1.282906 0.6662 0.0081 0.7246
O 1.842967 0.446710 0.724109 0.2941 -0.8214 0.1452
O 0.767667 -0.798846 2.535067 -0.2233 -0.7464 0.4343
S 1.154912 -0.769715 1.166190 0.3346 2.0498 -0.7096
H -1.465241 0.183509 -1.427172 0.4686 0.4422 1.4316
H 0.108147 -3.703492 0.895501 0.2875 0.4071 1.2461
H 0.956948 -3.845700 -0.477133 -0.3144 -0.3117 -0.8928
H 2.378249 -2.743355 1.333052 1.2858 -0.6530 0.9376
H 2.564574 -1.855703 -0.314615 -1.1489 -1.6373 0.9889
H -1.527028 2.459269 -1.757134 2.5140 0.8998 0.9704
H -0.019575 3.480705 -1.127420 -0.1629 0.2694 -0.1675
H 0.072806 2.148689 -2.391531 0.2342 0.0078 2.2045
H -1.254271 3.391176 0.978758 0.7019 -0.5728 -0.2940
H -2.434873 2.233858 0.428345 0.3734 -0.3773 -0.6325
H -1.289051 1.681146 1.636813 0.0174 0.3748 0.2664
H 0.566015 1.769622 0.161753 0.4852 -1.0767 0.6392

***

(5)
24
Properties=species:S:1:pos:R:3:forces:R:3 method="wB97M-V/def2-TZVPD" homo_energy_ev=-13.23 smiles="COC(=O)C1=C(O)CC[NH2+][C@H]1O" charge=+1 total_energy_ha=-629.35240 relative_energy_kcal_mol=0.0
C -0.268682 0.545957 -0.088395 -0.2317 0.5878 -0.5447
C 0.463272 1.690953 0.008376 -0.1844 -1.4296 0.4358
C -1.776421 0.577297 -0.029010 3.0592 4.4123 0.3228
C 1.991440 1.463820 0.043684 0.5638 2.4999 -1.5398
C 2.502086 0.139552 0.495135 -2.2834 -1.4719 -0.3906
C 0.351722 -0.787813 -0.353322 -2.1437 -1.9318 -1.8899
C -3.736155 -0.558828 0.140253 -2.2602 0.1033 0.9974
N 1.870190 -0.865917 -0.501811 -1.5581 -2.1064 5.5283
O -2.347393 1.649358 0.151729 0.0574 -0.8677 -0.3685
O -0.054675 2.912322 0.188658 2.5938 -0.6857 -0.3266
O 0.056525 -1.712198 0.733475 -1.6231 0.8410 -0.4825
O -2.310345 -0.560490 -0.127207 -2.1873 -2.4119 -0.3091
H 2.468101 1.552911 -1.039186 -1.1094 0.5230 2.0221
H 2.392213 2.274326 0.679080 0.1485 -0.3075 -0.4573
H 3.548455 0.032964 0.378321 1.0537 0.0821 0.2334
H 2.107842 -0.300253 1.439584 0.5408 0.9497 -0.2830
H -0.087033 -1.227320 -1.391275 1.0331 0.8282 2.3434
H -3.900632 -1.575988 0.567114 -0.0910 0.9041 -0.2642
H -4.411523 -0.478670 -0.813116 1.6806 0.2412 1.7262
H -3.967674 0.286080 0.956122 0.3615 -2.0165 -2.1346
H 2.239267 -0.914612 -1.399936 0.6049 0.1908 -2.1543
H 2.005294 -1.816939 0.021261 0.0298 1.5575 -1.6380
H -0.989505 2.907975 -0.021576 -1.1262 -0.3716 0.1427
H -0.959907 -1.634790 0.978768 3.0715 -0.1204 -0.9692

***

(6)
25
Properties=species:S:1:pos:R:3:forces:R:3 method="wB97M-V/def2-TZVPD" homo_energy_ev=-7.91 total_energy_ha=-970.89011 relative_energy_kcal_mol=59.9
C 3.051487 -0.234504 0.842947 0.8875 0.9311 1.7878
C 2.284412 0.680820 1.678054 0.1271 0.7183 0.7594
C 2.424478 -0.382709 -0.328671 2.1224 -2.0136 -1.1047
C 1.214183 0.957958 0.879119 1.2999 -0.5698 2.1130
C -1.189832 -1.803192 0.898452 1.2540 -2.6204 2.1286
C -0.799056 2.278412 -1.826317 1.0106 -1.6912 0.3211
C -1.393226 -1.286281 -0.434200 0.7608 2.2222 -1.6100
N 1.255667 0.248963 -0.281643 -2.2938 1.5573 -1.1777
O -3.976418 1.046073 0.235171 1.9670 0.0471 0.4185
O 2.847513 -1.070475 -1.431623 -0.8808 0.2209 -0.4061
O 0.056040 1.678407 0.813326 -0.0116 1.2271 -0.0748
O -1.391231 0.210185 -0.558934 -0.5179 -2.4562 0.3402
P -0.227120 1.191045 -0.716152 -0.5592 0.2269 0.4003
H 4.039898 -0.545498 1.130936 0.0854 -0.3540 -0.2442
H 2.628977 1.113701 2.674788 -0.8709 -0.7236 -1.7033
H -2.106751 -1.818113 1.548486 1.1332 0.9424 -0.3082
H -1.043541 -2.946287 0.806333 0.0616 1.5937 -0.1425
H -0.192133 -1.423556 1.313094 -1.7108 -0.3957 0.0314
H -1.196801 1.537519 -2.589980 0.4951 1.7237 0.1727
H -3.392325 1.326648 -0.545777 -0.8834 -0.6455 2.1224
H -0.041477 3.037912 -1.938694 -0.3017 0.5805 -1.0631
H -2.354601 -1.373914 -0.785779 -2.2843 -1.1670 -0.7074
H -0.718388 -1.648956 -1.201508 0.3596 -0.1431 0.1350
H 3.593613 -1.639157 -1.225786 -0.0150 0.1240 0.2905
H -3.373365 0.865005 1.044369 -1.2348 0.6647 -2.4789